1.
C32H90InN6NaO14S as an isolated structure, computed with ωB97M-V/def2-TZVPD.

Positions of all 145 atoms, in Å:
1 In 5.30 -3.07 -3.54
2 Na -3.00 2.58 -1.64
3 S 1.72 -0.25 0.67
4 O 2.30 0.21 -0.61
5 O 1.95 -1.71 0.53
6 O 2.44 0.32 1.76
7 O 0.32 0.10 0.75
8 C -0.53 -8.83 -3.05
9 C -0.53 -7.89 -1.88
10 C -0.12 -8.53 -0.54
11 O -0.38 -7.61 0.55
12 C 0.08 -8.21 1.83
13 N 0.23 -6.66 -2.23
14 H -0.78 -8.36 -4.00
15 H -1.33 -9.57 -2.93
16 H 0.42 -9.36 -2.97
17 H -1.57 -7.57 -1.77
18 H 0.89 -8.94 -0.47
19 H -0.73 -9.42 -0.38
20 H 1.11 -8.51 1.67
21 H -0.58 -9.04 2.11
22 H 0.05 -7.54 2.68
23 H 0.28 -6.18 -1.34
24 H -0.11 -6.03 -2.94
25 C -6.70 -3.49 2.05
26 C -5.56 -4.53 2.30
27 C -6.14 -5.92 2.37
28 O -7.00 -6.22 3.49
29 C -7.24 -7.55 3.58
30 N -4.52 -4.43 1.31
31 H -6.33 -2.53 1.70
32 H -7.34 -3.37 2.92
33 H -7.33 -3.90 1.26
34 H -5.10 -4.41 3.28
35 H -5.26 -6.56 2.51
36 H -6.62 -6.24 1.44
37 H -6.38 -8.22 3.51
38 H -7.89 -7.82 2.75
39 H -7.73 -7.68 4.54
40 H -3.98 -3.61 1.56
41 H -3.97 -5.26 1.50
42 C -5.75 3.51 6.25
43 C -6.03 4.29 5.00
44 C -6.38 5.68 5.36
45 O -7.67 5.77 5.98
46 C -8.09 7.04 6.52
47 N -4.84 4.31 4.13
48 H -6.61 3.54 6.92
49 H -4.91 3.83 6.86
50 H -5.66 2.46 5.95
51 H -6.94 3.98 4.47
52 H -6.29 6.27 4.45
53 H -5.75 6.16 6.12
54 H -7.58 7.26 7.46
55 H -9.17 6.89 6.63
56 H -7.88 7.82 5.79
57 H -4.48 3.36 4.10
58 H -4.03 4.82 4.48
59 C 7.68 4.08 -3.19
60 C 7.27 2.82 -3.93
61 C 7.79 2.73 -5.43
62 O 7.11 1.59 -6.00
63 C 7.10 1.63 -7.43
64 N 7.78 1.70 -3.13
65 H 8.76 4.07 -2.99
66 H 7.20 4.09 -2.21
67 H 7.40 5.05 -3.61
68 H 6.18 2.83 -3.98
69 H 8.87 2.66 -5.58
70 H 7.50 3.67 -5.90
71 H 6.65 0.71 -7.80
72 H 8.03 1.87 -7.95
73 H 6.37 2.39 -7.71
74 H 7.79 2.05 -2.18
75 H 8.77 1.76 -3.28
76 C -6.20 -3.20 -5.14
77 C -6.15 -1.69 -5.20
78 C -7.42 -0.91 -4.87
79 O -8.46 -1.17 -5.89
80 C -9.72 -0.60 -5.55
81 N -5.07 -1.23 -4.28
82 H -6.90 -3.51 -4.37
83 H -5.27 -3.73 -4.96
84 H -6.47 -3.69 -6.08
85 H -5.90 -1.39 -6.21
86 H -7.33 0.17 -4.76
87 H -7.81 -1.31 -3.93
88 H -9.60 0.48 -5.48
89 H -10.28 -0.87 -4.66
90 H -10.34 -0.72 -6.44
91 H -4.26 -1.65 -4.72
92 H -5.22 -1.80 -3.46
93 C 0.77 5.47 -7.30
94 C 1.66 5.22 -6.08
95 C 2.15 6.55 -5.41
96 O 2.97 7.30 -6.32
97 C 2.85 8.71 -6.10
98 N 0.88 4.40 -5.18
99 H -0.10 6.07 -7.04
100 H 0.49 4.56 -7.84
101 H 1.24 6.16 -8.01
102 H 2.46 4.52 -6.35
103 H 2.74 6.40 -4.50
104 H 1.27 7.15 -5.18
105 H 3.07 8.91 -5.05
106 H 1.86 9.12 -6.28
107 H 3.63 9.29 -6.60
108 H 0.57 3.63 -5.76
109 H 1.47 3.90 -4.53
110 C 8.38 -5.41 2.65
111 C 6.91 -5.16 3.01
112 O 6.23 -5.22 1.75
113 H 8.56 -6.34 2.12
114 H 8.95 -5.27 3.57
115 H 8.68 -4.59 2.00
116 H 6.86 -4.16 3.43
117 H 6.52 -5.84 3.77
118 H 5.40 -4.75 1.89
119 C 0.30 -0.55 7.50
120 C 0.82 -1.81 6.81
121 O 2.17 -1.53 6.47
122 H 1.02 -0.24 8.26
123 H -0.61 -0.79 8.06
124 H 0.22 0.33 6.86
125 H 0.28 -2.13 5.92
126 H 0.72 -2.67 7.46
127 H 2.14 -1.01 5.67
128 C 1.61 7.81 1.91
129 C 2.11 6.40 2.00
130 O 1.60 5.66 3.07
131 H 1.85 8.20 0.92
132 H 2.09 8.40 2.70
133 H 0.52 7.86 1.95
134 H 3.19 6.47 2.03
135 H 1.93 5.90 1.04
136 H 2.00 4.81 2.86
137 C 9.81 1.45 5.34
138 C 8.30 1.81 5.15
139 O 7.96 1.71 3.80
140 H 10.44 1.93 4.59
141 H 9.85 0.37 5.17
142 H 10.15 1.63 6.36
143 H 8.14 2.83 5.50
144 H 7.71 1.12 5.75
145 H 7.07 1.36 3.74

Charge ... +2
HOMO-LUMO gap ... 1.227 eV
HOMO energy ... -12.0 eV
LUMO energy ... -0.39736 hartree
Energy above the lowest of the compared OMol25 structures with the same formula, charge and spin ... 170.62 kcal per mole


2.
C32H91FeN5O15S as an isolated structure, computed with ωB97M-V/def2-TZVPD.

Positions of all 145 atoms, in Å:
1 Fe -1.33 -0.14 -0.49
2 S 1.15 0.48 0.16
3 O 2.30 -0.40 -0.08
4 O 0.06 -0.28 0.71
5 O 1.18 1.64 1.03
6 O 0.28 0.76 -0.98
7 C 0.44 -3.31 -3.35
8 C -0.77 -2.42 -2.94
9 C -2.16 -3.06 -2.92
10 O -3.17 -2.18 -2.40
11 C -4.38 -2.86 -2.45
12 N -0.47 -1.76 -1.67
13 H -0.01 -4.06 -4.00
14 H 0.81 -3.98 -2.57
15 H 1.27 -2.71 -3.74
16 H -0.95 -1.77 -3.80
17 H -2.12 -3.89 -2.22
18 H -2.41 -3.41 -3.92
19 H -5.06 -2.11 -2.04
20 H -4.28 -3.77 -1.86
21 H -4.70 -2.94 -3.49
22 H -0.25 -2.56 -1.10
23 H 0.43 -1.37 -1.90
24 C -1.98 -1.70 2.66
25 C -1.95 -2.43 1.30
26 C -2.75 -3.84 1.37
27 O -2.89 -4.35 0.11
28 C -3.80 -5.50 0.05
29 N -2.62 -1.53 0.31
30 H -2.98 -1.60 3.07
31 H -1.58 -0.68 2.68
32 H -1.31 -2.27 3.31
33 H -0.95 -2.79 1.07
34 H -3.76 -3.61 1.74
35 H -2.20 -4.55 1.98
36 H -4.68 -5.16 0.58
37 H -3.41 -6.41 0.51
38 H -3.98 -5.84 -0.97
39 H -2.83 -2.25 -0.37
40 H -3.56 -1.34 0.62
41 C 5.77 -2.00 2.11
42 C 4.35 -2.13 2.58
43 C 3.68 -0.83 3.10
44 O 4.54 -0.38 4.12
45 C 4.08 0.66 4.86
46 N 3.48 -2.65 1.62
47 H 6.44 -2.41 2.86
48 H 6.12 -0.98 1.94
49 H 5.94 -2.56 1.19
50 H 4.38 -2.91 3.34
51 H 2.72 -1.01 3.59
52 H 3.44 0.00 2.43
53 H 3.05 0.48 5.18
54 H 4.01 1.58 4.27
55 H 4.74 0.90 5.69
56 H 3.41 -1.96 0.89
57 H 2.58 -2.84 2.04
58 C -3.34 2.92 2.20
59 C -3.42 1.75 1.20
60 C -4.57 2.13 0.16
61 O -4.44 1.21 -0.93
62 C -5.57 1.14 -1.80
63 N -2.04 1.51 0.66
64 H -3.38 3.92 1.78
65 H -2.50 2.93 2.90
66 H -4.19 2.96 2.88
67 H -3.75 0.85 1.72
68 H -4.42 3.06 -0.38
69 H -5.55 2.20 0.64
70 H -5.27 0.63 -2.71
71 H -6.02 2.11 -2.03
72 H -6.30 0.60 -1.19
73 H -1.82 2.44 0.34
74 H -1.56 1.49 1.54
75 C -2.24 1.07 -4.46
76 C -1.52 1.25 -3.11
77 C -1.63 2.75 -2.81
78 O -1.16 3.00 -1.48
79 C -1.25 4.34 -1.12
80 N -2.25 0.36 -2.19
81 H -2.24 -0.01 -4.66
82 H -1.69 1.61 -5.24
83 H -3.29 1.26 -4.64
84 H -0.47 1.03 -3.26
85 H -2.64 3.17 -2.74
86 H -1.05 3.43 -3.42
87 H -2.21 4.76 -1.43
88 H -0.48 5.05 -1.40
89 H -1.17 4.37 -0.04
90 H -3.08 0.91 -2.00
91 H -2.49 -0.40 -2.81
92 C -0.64 0.53 5.41
93 C 0.25 0.64 4.07
94 O -0.45 1.39 3.02
95 H -0.02 0.35 6.29
96 H -1.48 -0.16 5.27
97 H -1.10 1.50 5.60
98 H 0.34 -0.39 3.73
99 H 1.17 1.11 4.42
100 H 0.20 1.62 2.35
101 C 0.41 -6.20 0.35
102 C 1.02 -4.93 1.00
103 O 1.07 -3.90 0.12
104 H 0.99 -6.48 -0.52
105 H -0.58 -5.91 -0.01
106 H 0.49 -7.11 0.95
107 H 2.05 -5.11 1.33
108 H 0.34 -4.60 1.79
109 H 1.84 -3.33 0.19
110 C 2.52 2.02 -3.61
111 C 1.86 1.00 -4.59
112 O 1.64 -0.28 -4.03
113 H 3.52 1.72 -3.30
114 H 1.93 2.00 -2.69
115 H 2.65 2.99 -4.09
116 H 2.37 0.89 -5.54
117 H 0.89 1.39 -4.88
118 H 2.43 -0.33 -3.48
119 C 5.81 -1.36 -2.95
120 C 4.65 -1.54 -1.94
121 O 3.56 -0.66 -2.19
122 H 6.08 -0.31 -3.12
123 H 5.57 -1.71 -3.95
124 H 6.62 -2.04 -2.69
125 H 4.99 -1.44 -0.91
126 H 4.06 -2.46 -1.89
127 H 3.10 -0.38 -1.39
128 C 3.75 3.59 0.11
129 C 2.44 4.47 -0.16
130 O 1.62 4.11 0.85
131 H 4.58 3.86 -0.55
132 H 3.58 2.53 0.32
133 H 4.07 3.99 1.07
134 H 2.05 4.32 -1.17
135 H 2.65 5.53 0.00
136 H 1.28 3.21 0.84
137 C 0.40 5.86 3.57
138 C -0.36 6.37 2.31
139 O 0.55 6.75 1.33
140 H -0.34 5.65 4.34
141 H 1.06 6.67 3.89
142 H 1.09 5.02 3.47
143 H -0.93 7.24 2.62
144 H -1.02 5.56 2.01
145 H 1.04 5.98 1.05

Charge ... +1
HOMO-LUMO gap (alpha / beta) ... 8.992 / 7.510 eV
Expectation value of S² ... 8.756
2S+1 ... 6
HOMO energy (alpha / beta) ... -11.1 / -11.1 eV
LUMO energy (alpha / beta) ... -0.07648 / -0.13095 hartree